(1)
Molecular formula: C37H26MoN6O6P2S2
Method: DFT, ωB97M-V with the def2-TZVPD basis set

Geometry (Å):
Mo  -0.005  -0.256  -0.798
C  2.300  -1.890  1.922
N  1.957  -0.465  1.689
P  0.223  -0.145  1.686
C  0.094  1.484  2.472
C  1.137  2.048  3.198
C  0.967  3.286  3.802
C  -0.242  3.957  3.687
C  -1.286  3.391  2.965
C  -1.120  2.158  2.354
C  -0.514  -1.242  2.910
C  -0.091  -1.225  4.240
C  -0.715  -2.041  5.165
C  -1.776  -2.855  4.774
C  -2.212  -2.856  3.460
C  -1.575  -2.051  2.522
P  2.292  0.101  0.080
C  3.901  -0.529  -0.398
C  4.099  -0.903  -1.723
C  5.357  -1.316  -2.144
C  6.407  -1.356  -1.241
C  6.208  -0.994  0.088
C  4.958  -0.582  0.514
C  2.486  1.897  0.225
C  3.552  2.489  0.903
C  3.606  3.863  1.053
C  2.596  4.662  0.527
C  1.542  4.088  -0.164
C  1.495  2.709  -0.317
H  1.949  -2.175  2.910
H  3.379  -2.007  1.892
H  1.846  -2.558  1.182
H  2.083  1.526  3.273
H  1.783  3.728  4.358
H  -0.371  4.923  4.157
H  -2.228  3.913  2.867
H  -1.933  1.736  1.775
H  0.718  -0.574  4.550
H  -0.387  -2.037  6.195
H  -2.269  -3.483  5.505
H  -3.042  -3.478  3.155
H  -1.909  -2.053  1.493
H  3.278  -0.884  -2.430
H  5.494  -1.612  -3.175
H  7.386  -1.680  -1.566
H  7.027  -1.041  0.793
H  4.802  -0.317  1.553
H  4.342  1.879  1.321
H  4.436  4.315  1.579
H  2.637  5.736  0.653
H  0.755  4.701  -0.580
H  0.656  2.299  -0.878
S  0.729  0.040  -3.126
C  -0.079  -1.248  -3.934
S  -0.246  -2.376  -0.686
C  0.517  -2.147  -4.752
C  1.944  -2.154  -4.911
N  3.089  -2.167  -5.001
C  -0.271  -3.141  -5.425
N  -0.912  -3.934  -5.951
O  -1.993  0.408  -4.867
C  -2.285  -0.450  -4.096
O  -1.415  -1.431  -3.685
C  -3.601  -0.604  -3.410
C  -4.680  0.129  -3.886
C  -5.870  0.055  -3.195
C  -6.033  -0.690  -2.044
C  -4.931  -1.395  -1.611
C  -3.719  -1.384  -2.267
N  -5.048  -2.180  -0.354
O  -4.029  -2.656  0.099
O  -6.144  -2.253  0.153
N  -7.035  0.827  -3.695
O  -6.886  1.443  -4.726
O  -8.047  0.793  -3.032
H  -4.585  0.752  -4.763
H  -6.972  -0.714  -1.512
H  -2.885  -1.954  -1.884
N  -2.844  1.359  -0.723
C  -1.840  0.787  -0.749

## Properties
Total charge: 0
Spin multiplicity: 3
Energy above the lowest of the compared OMol25 structures with the same formula, charge and spin (kJ/mol): 93.7
E_tot (eV): -102115.307
Orbital gap (alpha / beta) (eV): 6.55 / 7.42
HOMO (alpha / beta) (eV): -7.73 / -9.05
Expectation value of S²: 2.022
LUMO (alpha / beta) (eV): -1.19 / -1.64

---

(2)
Molecular formula: C37H27Cl2FN4O5Zn
Method: DFT, ωB97M-V with the def2-TZVPD basis set

Geometry (Å):
Zn  -0.898  -0.158  0.268
C  -2.443  0.187  -2.966
O  -2.829  -0.166  -1.671
C  -3.274  -1.420  -1.425
C  -3.699  -2.329  -2.378
C  -4.244  -3.545  -1.980
C  -4.339  -3.867  -0.638
C  -3.897  -2.979  0.325
C  -3.364  -1.748  -0.051
N  -2.796  -0.829  0.791
N  -3.162  -0.794  2.025
C  -2.651  0.170  2.805
C  -2.092  1.395  2.267
O  -1.963  1.630  1.046
C  -1.799  2.439  3.228
C  -1.888  2.249  4.561
C  -2.357  1.019  5.103
C  -2.390  0.797  6.486
C  -2.812  -0.406  6.996
C  -3.213  -1.423  6.127
C  -3.194  -1.229  4.769
C  -2.772  -0.006  4.218
H  -3.273  0.104  -3.679
H  -2.133  1.227  -2.893
H  -1.600  -0.421  -3.304
H  -3.590  -2.116  -3.433
H  -4.577  -4.247  -2.736
H  -4.733  -4.831  -0.340
H  -3.902  -3.244  1.371
H  -1.413  3.364  2.817
H  -1.566  3.019  5.255
H  -2.057  1.586  7.151
H  -2.819  -0.575  8.066
H  -3.520  -2.379  6.533
H  -3.495  -2.015  4.095
C  4.018  0.258  -5.553
C  4.512  0.558  -4.133
C  5.472  1.745  -4.068
C  4.757  3.042  -4.421
C  3.513  3.185  -3.591
C  2.987  4.455  -3.347
C  1.837  4.582  -2.589
F  1.347  5.843  -2.377
C  1.184  3.495  -2.063
C  1.696  2.206  -2.301
C  0.939  1.057  -1.800
O  -0.102  1.233  -1.142
C  1.466  -0.223  -2.203
C  2.638  -0.292  -2.868
N  3.381  0.790  -3.261
C  2.875  2.055  -3.064
C  0.671  -1.532  -2.048
O  1.034  -2.460  -2.780
O  -0.303  -1.535  -1.267
H  4.853  0.120  -6.238
H  3.388  1.066  -5.914
H  3.419  -0.650  -5.539
H  5.040  -0.330  -3.760
H  6.313  1.573  -4.742
H  5.863  1.824  -3.051
H  4.507  3.059  -5.488
H  5.417  3.895  -4.251
H  3.481  5.332  -3.736
H  0.298  3.588  -1.456
H  3.031  -1.263  -3.127
Cl  1.638  0.835  4.077
C  1.250  -0.836  3.833
C  1.720  -1.741  4.745
C  1.424  -3.091  4.599
C  0.623  -3.476  3.529
C  0.174  -2.561  2.614
Cl  -0.776  -3.128  1.273
C  0.487  -1.150  2.650
N  0.181  -0.257  1.783
H  2.330  -1.392  5.569
H  1.824  -3.820  5.289
H  0.347  -4.514  3.407

## Properties
Total charge: -2
E_tot (eV): -131186.995
Orbital gap (eV): 2.97
HOMO (eV): 0.54
LUMO (eV): 3.51

---

(3)
Molecular formula: C37H27Cl5I2N5O2P2Pb
Method: DFT, ωB97M-V with the def2-TZVPD basis set

Geometry (Å):
Pb  0.843  -1.527  0.953
O  -0.859  -0.597  1.701
P  -1.658  0.594  1.082
C  -0.476  1.800  0.428
P  0.686  1.343  -0.996
O  0.900  -0.183  -0.767
C  0.058  1.588  -2.638
C  -0.526  2.780  -3.042
C  -1.090  2.855  -4.335
C  -0.867  1.822  -5.178
C  -0.074  0.696  -4.863
C  0.274  0.539  -3.544
C  2.187  2.263  -0.829
C  3.234  2.134  -1.753
C  4.383  2.943  -1.702
C  4.354  4.059  -0.855
C  3.295  4.228  0.038
C  2.243  3.322  0.068
C  -2.474  1.314  2.443
C  -3.739  1.898  2.266
C  -4.406  2.527  3.309
C  -3.829  2.563  4.564
C  -2.610  1.900  4.818
C  -1.927  1.292  3.791
C  -2.739  0.051  -0.152
C  -3.722  -0.830  0.291
C  -4.799  -1.096  -0.510
C  -4.887  -0.547  -1.755
C  -3.884  0.311  -2.249
C  -2.778  0.633  -1.443
H  0.198  2.025  1.288
H  -0.979  2.792  0.227
H  -0.587  3.609  -2.350
H  -1.648  3.744  -4.676
H  -1.211  1.987  -6.201
H  0.202  0.079  -5.663
H  0.816  -0.381  -3.245
H  3.226  1.312  -2.506
H  5.214  2.750  -2.350
H  5.192  4.732  -0.791
H  3.389  5.045  0.707
H  1.460  3.478  0.821
H  -4.253  1.888  1.301
H  -5.394  3.001  3.191
H  -4.260  3.164  5.361
H  -2.220  2.003  5.823
H  -1.041  0.723  4.040
H  -3.747  -1.153  1.328
H  -5.644  -1.668  -0.082
H  -5.837  -0.630  -2.301
H  -4.090  0.804  -3.198
H  -2.146  1.431  -1.754
Cl  3.273  -3.300  -0.044
C  3.914  -1.964  0.938
C  2.933  -1.166  1.468
C  3.282  -0.172  2.323
Cl  2.050  0.787  3.042
C  4.631  0.029  2.698
Cl  4.957  1.242  3.836
C  5.625  -0.828  2.232
Cl  7.180  -0.768  2.918
C  5.250  -1.795  1.256
Cl  6.403  -2.841  0.658
N  -1.145  -4.650  3.534
C  -0.412  -3.533  3.646
N  -0.045  -3.198  2.395
C  -0.678  -4.129  1.597
N  -1.331  -5.029  2.298
C  -0.578  -4.119  0.140
C  -1.139  -5.057  -0.717
N  -1.000  -4.875  -2.008
C  -0.336  -3.891  -2.527
C  0.351  -2.989  -1.675
N  0.133  -3.116  -0.386
H  -1.544  -5.176  4.303
H  -0.113  -3.109  4.577
H  -1.742  -5.880  -0.314
H  -0.232  -3.863  -3.575
H  1.089  -2.261  -1.921
I  3.396  -1.660  -3.916
I  4.074  -4.096  -4.888

## Properties
Total charge: +3
Energy above the lowest of the compared OMol25 structures with the same formula, charge and spin (kJ/mol): 206.5
E_tot (eV): -152967.960
Orbital gap (eV): 6.16
HOMO (eV): -15.44
LUMO (eV): -9.28